Molecular formula: C30H47Br2I2NO8
Method: DFT, the ωB97M-V functional and the def2-TZVPD basis

ORCA input file:
```
! RIJCOSX wB97M-V def2-TZVPD def2/J DEFGRID3
* xyz 0 1
H 0.59 -0.47 6.21
C 1.71 -0.61 1.42
C -3.98 5.70 5.27
H -1.10 0.97 -4.65
H -2.14 1.71 1.09
H 1.97 0.78 3.85
C -1.17 1.76 0.60
H -3.58 -1.55 -4.81
H 2.53 -6.38 -3.93
H 3.48 0.09 4.32
C 3.09 -1.66 -0.55
N 1.59 -0.51 6.12
H -1.12 2.42 2.98
H 2.50 -2.78 -2.28
H -0.76 3.49 -0.68
C 3.34 -2.72 -1.59
H -4.73 6.48 5.40
C -0.81 -0.04 -4.97
H 0.16 3.50 0.80
H -2.29 -2.58 -5.48
C -2.50 -0.67 -6.50
I 4.63 -0.23 -0.50
O 0.49 -1.14 2.04
H -1.25 1.26 -0.36
O 1.70 -2.29 4.61
Br 2.72 2.95 -0.30
C 0.17 -0.17 -1.71
H 1.28 -5.28 -7.45
H 0.58 -6.81 -5.30
O -3.01 4.29 3.64
H 0.12 -5.11 -5.30
H 4.23 -2.48 -2.18
H -3.93 5.12 6.18
C -4.27 4.80 4.08
C -0.19 1.04 1.53
H -4.73 5.36 3.26
O -1.65 -0.99 -4.32
H -1.48 4.38 5.02
I 0.71 -3.27 0.10
C -1.28 0.90 4.94
H -1.53 3.90 0.85
C -2.59 6.24 4.91
C 1.12 0.96 -1.53
C -2.58 -1.54 -5.26
H -3.16 0.19 -6.41
C 1.85 -5.50 -6.55
C -0.60 -0.38 1.84
H 0.62 -0.96 -2.32
H -2.96 -0.36 5.08
C -1.04 -0.22 -6.47
C 1.88 -1.11 4.84
H -0.12 -0.61 -0.76
H -0.39 -1.01 -6.86
H 2.51 -6.34 -6.75
O -1.55 1.94 5.50
Br 1.63 1.75 -3.17
C 1.59 1.41 -0.36
H 2.12 -3.36 -6.25
H 3.64 -4.24 -6.51
H 1.88 1.51 1.66
H -1.20 5.28 3.52
H 1.42 -5.16 -3.28
H -4.92 3.96 4.33
C 2.80 -0.74 2.48
O -1.73 -0.83 1.94
C -0.81 3.24 0.38
C 0.97 -5.80 -5.33
H -0.73 0.15 -2.23
H -0.85 0.68 -7.04
H 2.97 -1.81 2.61
C -1.94 5.02 4.27
H 1.93 -1.15 6.82
C 2.52 -0.16 3.86
H -2.67 7.05 4.18
H 0.64 2.36 3.09
O -0.33 0.78 3.97
H -2.77 -1.21 -7.41
C 2.04 -1.63 0.29
H -1.73 -0.61 6.35
H 3.72 -0.32 2.12
C -1.90 -0.43 5.29
C 1.28 0.86 1.02
H -2.03 6.61 5.77
H 0.23 -0.21 -4.68
C 1.93 -5.50 -4.18
C -0.26 1.76 2.91
H -1.45 -1.23 4.72
C 2.65 -4.30 -6.06
H 3.48 -3.69 -1.12
O 2.80 -4.47 -4.65
*
```

Properties
SMILES: CC[C@@]1(COC(C)=O)C(=O)O[C@@](CCC(N)=O)(/C(I)=C(/C)I)[C@H]1/C(Br)=C(\C)Br.C1CCOC1.C1CCOC1.C1CCOC1
Orbital gap in eV: 8.792
DFT total energy in eV: -206026.8500

Mulliken atomic charge list, values in e, 5 entries:
1. H 0.169
2. C 2.800
3. C -0.544
4. H 0.221
5. H 0.757


Molecular formula: C35H41F9N11O
Method: DFT, the ωB97M-V functional and the def2-TZVPD basis

ORCA input file:
```
! RIJCOSX wB97M-V def2-TZVPD def2/J DEFGRID3
* xyz 1 1
H -3.56 -0.60 3.72
H -0.46 4.45 -0.74
C -5.31 5.85 0.06
C -2.07 -4.48 -3.38
H 1.93 2.38 -5.41
N 0.75 -4.05 -2.00
C 2.81 5.28 -6.36
C -3.95 -1.76 6.65
C 0.61 6.25 1.82
C 0.32 6.18 0.43
H -4.51 -2.10 7.51
H -1.81 -1.97 7.27
H 2.98 6.07 -7.07
C -3.94 -3.39 1.07
C 0.41 -0.93 2.10
N -0.15 -0.20 1.09
F 2.58 -3.94 -3.29
C -0.02 -0.41 3.29
H 7.46 -2.89 -1.70
H 0.43 6.97 -0.29
H -1.61 -2.28 2.42
F 2.15 -1.76 -1.79
C 3.06 5.32 -4.96
H -3.78 8.75 0.53
H 5.43 -3.85 1.83
F 0.66 -3.75 -4.26
C -0.88 0.68 2.98
H -0.01 -0.36 0.11
H 2.73 3.71 -3.45
H -3.51 4.56 0.37
H -1.33 -0.99 4.79
F -0.51 1.19 -2.71
H -0.41 3.26 1.47
H -6.28 7.87 -0.04
C 1.36 -3.43 -3.17
C 7.25 -3.13 -0.68
C -0.94 0.78 1.62
O -2.50 -5.21 -4.14
H 5.04 -3.37 -0.62
H -2.81 -5.05 -0.64
C 2.32 4.04 -6.66
H 3.25 -5.10 -1.53
N -3.30 6.68 0.52
F 2.37 -1.44 -3.94
H -1.39 1.32 3.68
C -5.40 7.27 0.12
N 6.16 -3.64 1.18
H -0.57 -3.61 1.93
H -6.11 5.16 -0.14
C -2.27 -1.20 5.28
C 1.35 -4.66 -0.93
H 3.08 -4.77 0.15
C 0.27 -0.99 -2.97
F -0.55 -1.29 -3.98
N 0.43 -5.04 -0.04
H 0.25 -0.76 4.27
H -2.00 -3.94 2.90
H 0.99 7.11 2.36
H 2.02 3.60 -7.60
F -0.36 -1.22 -1.79
C -1.61 -3.32 2.10
C 2.70 4.10 -4.46
C 7.49 -3.58 1.51
N -3.46 -0.97 4.65
C -0.75 -4.68 -0.54
C 0.33 5.03 2.37
F 1.57 0.87 -2.24
H -4.17 -3.52 2.13
F 0.91 0.87 -4.30
H 7.82 -3.76 2.52
C -4.49 -1.31 5.48
N 2.25 3.32 -5.50
C -4.00 5.52 0.32
C 0.59 0.54 -3.06
N 2.66 -4.83 -0.77
N -0.12 4.22 1.36
H -4.47 -4.17 0.53
C -2.54 -1.69 6.53
C -2.06 -4.83 0.12
H -2.03 -5.67 0.81
C 8.19 -3.26 0.38
C -4.14 7.75 0.40
H -5.52 -1.19 5.17
C -2.42 -3.48 0.82
H -4.34 -2.45 0.73
H 1.07 -1.76 1.89
H 3.44 6.14 -4.40
H -1.47 1.46 0.97
C 6.01 -3.37 -0.15
C 1.54 -1.88 -3.00
H -2.32 6.73 0.72
H 9.25 -3.14 0.31
N -1.57 -3.64 -2.59
H 0.41 4.66 3.38
H -2.14 -2.69 0.13
C -0.13 4.91 0.18
N -0.60 -4.13 -1.74
*
```

Properties
Orbital gap in eV: 5.593
DFT total energy in eV: -79846.2119

Mulliken atomic charge list, values in e, 5 entries:
1. H 0.243
2. H 0.506
3. C -0.659
4. C 0.693
5. H 0.217


What did the second record say?
Molecular formula: C35H41F9N11O
Method: DFT, the ωB97M-V functional and the def2-TZVPD basis

ORCA input file:
```
! RIJCOSX wB97M-V def2-TZVPD def2/J DEFGRID3
* xyz 1 1
H -3.56 -0.60 3.72
H -0.46 4.45 -0.74
C -5.31 5.85 0.06
C -2.07 -4.48 -3.38
H 1.93 2.38 -5.41
N 0.75 -4.05 -2.00
C 2.81 5.28 -6.36
C -3.95 -1.76 6.65
C 0.61 6.25 1.82
C 0.32 6.18 0.43
H -4.51 -2.10 7.51
H -1.81 -1.97 7.27
H 2.98 6.07 -7.07
C -3.94 -3.39 1.07
C 0.41 -0.93 2.10
N -0.15 -0.20 1.09
F 2.58 -3.94 -3.29
C -0.02 -0.41 3.29
H 7.46 -2.89 -1.70
H 0.43 6.97 -0.29
H -1.61 -2.28 2.42
F 2.15 -1.76 -1.79
C 3.06 5.32 -4.96
H -3.78 8.75 0.53
H 5.43 -3.85 1.83
F 0.66 -3.75 -4.26
C -0.88 0.68 2.98
H -0.01 -0.36 0.11
H 2.73 3.71 -3.45
H -3.51 4.56 0.37
H -1.33 -0.99 4.79
F -0.51 1.19 -2.71
H -0.41 3.26 1.47
H -6.28 7.87 -0.04
C 1.36 -3.43 -3.17
C 7.25 -3.13 -0.68
C -0.94 0.78 1.62
O -2.50 -5.21 -4.14
H 5.04 -3.37 -0.62
H -2.81 -5.05 -0.64
C 2.32 4.04 -6.66
H 3.25 -5.10 -1.53
N -3.30 6.68 0.52
F 2.37 -1.44 -3.94
H -1.39 1.32 3.68
C -5.40 7.27 0.12
N 6.16 -3.64 1.18
H -0.57 -3.61 1.93
H -6.11 5.16 -0.14
C -2.27 -1.20 5.28
C 1.35 -4.66 -0.93
H 3.08 -4.77 0.15
C 0.27 -0.99 -2.97
F -0.55 -1.29 -3.98
N 0.43 -5.04 -0.04
H 0.25 -0.76 4.27
H -2.00 -3.94 2.90
H 0.99 7.11 2.36
H 2.02 3.60 -7.60
F -0.36 -1.22 -1.79
C -1.61 -3.32 2.10
C 2.70 4.10 -4.46
C 7.49 -3.58 1.51
N -3.46 -0.97 4.65
C -0.75 -4.68 -0.54
C 0.33 5.03 2.37
F 1.57 0.87 -2.24
H -4.17 -3.52 2.13
F 0.91 0.87 -4.30
H 7.82 -3.76 2.52
C -4.49 -1.31 5.48
N 2.25 3.32 -5.50
C -4.00 5.52 0.32
C 0.59 0.54 -3.06
N 2.66 -4.83 -0.77
N -0.12 4.22 1.36
H -4.47 -4.17 0.53
C -2.54 -1.69 6.53
C -2.06 -4.83 0.12
H -2.03 -5.67 0.81
C 8.19 -3.26 0.38
C -4.14 7.75 0.40
H -5.52 -1.19 5.17
C -2.42 -3.48 0.82
H -4.34 -2.45 0.73
H 1.07 -1.76 1.89
H 3.44 6.14 -4.40
H -1.47 1.46 0.97
C 6.01 -3.37 -0.15
C 1.54 -1.88 -3.00
H -2.32 6.73 0.72
H 9.25 -3.14 0.31
N -1.57 -3.64 -2.59
H 0.41 4.66 3.38
H -2.14 -2.69 0.13
C -0.13 4.91 0.18
N -0.60 -4.13 -1.74
*
```

Properties
Orbital gap in eV: 5.593
DFT total energy in eV: -79846.2119

Mulliken atomic charge list, values in e, 5 entries:
1. H 0.243
2. H 0.506
3. C -0.659
4. C 0.693
5. H 0.217